Entry 1:
C56H45N5NaO12P3 | the ωB97M-V functional and the def2-TZVPD basis

Properties
Charge   -2
Maximum force   1.59 eV/A
HOMO-LUMO gap   0.23764 hartree
E_tot   -123105.8476 eV

The geometry in XYZ format:
```
122
Properties=species:S:1:pos:R:3:forces:R:3
O -2.0881 -2.8290 1.9666 -0.38 -0.21 -0.01
C -3.3915 4.6926 -1.2611 0.01 0.24 -0.04
C -4.3417 4.8207 -2.2588 0.03 0.15 0.10
C -4.4940 3.8139 -3.1998 -0.16 0.01 -0.08
H -5.3527 5.3324 2.1741 -0.04 0.05 0.03
C -2.3101 -3.9956 -1.7581 0.07 -0.08 0.07
C -1.0105 -2.2569 1.8434 0.23 -0.50 0.22
H -4.8728 -1.9770 -2.6475 -0.03 0.02 -0.03
H -3.9705 0.3169 -2.2644 0.11 -0.07 -0.17
C 0.3609 2.7349 -4.9538 0.09 0.17 0.04
C -0.1369 0.5207 -5.7296 0.12 0.02 -0.21
C -3.7126 2.6761 -3.1276 -0.11 0.04 -0.10
N -3.0350 -0.0375 -2.4116 -0.57 0.06 0.28
C 3.6877 -3.2386 -2.0694 -0.22 0.13 -0.03
C 4.8408 -4.0054 -2.2123 0.27 -0.30 -0.26
H -3.1772 5.3670 3.3449 0.02 -0.01 0.01
H -0.2135 1.3386 2.9283 -0.10 0.48 0.10
C -1.3718 -2.9914 -1.5885 -0.24 -0.68 -0.04
C 2.7366 -3.1608 -3.0763 -0.16 0.14 0.16
H 6.4749 -5.5664 -5.8233 -0.22 -0.05 0.20
H 3.5163 -2.6808 -1.1615 -0.01 0.07 0.10
C 0.5825 4.0083 0.4898 -0.05 -0.10 0.04
N 1.0395 -5.8644 4.5154 -0.10 -0.92 0.60
H 0.9723 2.6920 3.9451 -0.07 -0.03 -0.04
H -4.3578 -4.3903 -2.2950 -0.01 -0.02 0.04
H 3.9927 4.3993 -1.2672 0.00 0.01 0.01
C -0.8350 0.2593 -4.5616 -0.15 0.07 0.22
H 0.8434 3.6933 -5.0968 0.01 0.06 0.00
C 1.1920 -4.6931 3.7736 0.20 1.10 -0.74
C 2.4661 -4.1828 3.5424 0.19 -0.13 0.02
O 1.1102 0.9527 -1.7363 0.51 0.29 -0.44
N -1.6362 -1.7162 -1.7906 -0.16 0.23 -0.13
H 5.6497 -7.0181 -5.1507 -0.02 0.29 0.06
C -1.6521 -1.1002 5.0829 -0.02 -0.03 0.24
O 4.1374 -1.8994 1.5744 0.03 -0.03 -0.13
H -4.3832 0.0822 2.6511 -0.10 0.01 -0.03
C 0.8782 5.1749 -0.1945 0.01 0.20 -0.10
C -2.2833 0.0440 3.0546 0.13 -0.16 -0.06
C -3.6132 -0.2366 3.3393 0.01 0.06 -0.02
C 2.0990 5.3157 -0.8331 -0.01 0.25 -0.08
H -4.9648 5.7039 -2.3075 -0.02 0.07 0.00
O 2.0434 -6.4496 4.9296 0.04 -0.01 -0.01
C -4.6747 4.4931 2.0883 -0.20 0.07 -0.01
H -0.3639 3.9009 0.9988 -0.10 -0.04 0.08
H -3.2442 -1.9181 6.2523 -0.06 -0.06 0.04
C 1.4832 -2.1810 2.4573 0.37 -0.14 0.35
O 4.8396 -2.8784 3.3514 0.09 -0.05 0.07
P 1.1614 1.2733 1.2046 0.48 1.16 0.14
H -5.9723 3.3827 0.7971 -0.04 -0.01 -0.05
C -3.9583 -0.9388 4.4791 -0.15 -0.01 0.02
P -1.8158 0.8358 1.4589 -1.13 0.99 0.52
H -4.9978 -1.1680 4.6744 -0.06 0.00 0.00
C -3.8878 -2.3053 -2.3432 -0.02 -0.02 0.03
C 0.0732 -4.0424 3.2038 0.08 -0.16 0.13
H -1.2418 -0.7240 -4.3878 -0.04 -0.09 0.00
N 3.9359 -2.5619 2.5787 0.99 0.27 -0.05
C -2.8620 -1.3739 -2.1551 -0.15 -0.52 -0.07
C 2.7199 3.1231 -0.1101 -0.03 0.05 0.01
C 2.9016 -3.8582 -4.2740 0.14 -0.19 -0.21
C -2.5773 3.4455 2.6067 0.12 -0.02 0.04
C -1.3090 -0.4132 3.9357 -0.02 0.18 0.03
H 3.4301 2.3065 -0.0751 0.16 -0.07 -0.05
H -0.0293 -0.2590 -6.4711 0.00 -0.06 -0.04
H 5.4049 0.5761 3.4899 0.06 -0.05 -0.01
H 1.9934 1.3276 -1.7559 0.06 0.16 0.07
C -5.0215 3.3985 1.3143 -0.23 0.08 0.03
H 4.7613 1.6655 5.6178 0.01 0.01 0.03
H 3.3349 -4.7309 3.8791 -0.03 0.07 0.05
C 2.2720 1.5531 2.6535 -0.01 -0.14 -0.03
C 5.6968 -5.9136 -5.1159 0.73 -0.72 -0.74
Na 0.1094 -0.6354 -0.4735 0.41 0.06 -0.69
O 4.4535 -5.3809 -5.4924 -0.45 0.34 0.22
H -3.8263 1.9052 -3.8769 0.04 -0.08 -0.08
O -0.0941 -6.2788 4.7539 -0.02 0.03 -0.06
C -2.9802 -1.3680 5.3597 0.04 -0.02 0.15
C 3.5424 0.9981 2.5400 -0.08 0.01 -0.06
C -0.3227 2.4733 -3.7855 0.00 -0.02 -0.11
H -3.2648 5.4746 -0.5240 0.00 0.01 0.04
C 3.0338 4.2924 -0.7728 0.11 0.02 -0.12
C 0.2043 -2.8617 2.5401 -0.30 0.13 -0.26
C -4.1341 2.3493 1.1778 0.01 -0.13 0.13
C 4.0387 -4.6085 -4.4127 0.38 -0.02 0.42
O 1.6246 -0.9863 2.1774 0.08 -0.41 0.18
C -3.5938 -3.6378 -2.1443 0.06 0.12 0.02
C 1.9350 2.2077 3.8324 -0.15 0.00 -0.09
H -2.0446 -5.0260 -1.5781 0.04 -0.04 0.02
H -5.2292 3.9268 -3.9885 0.02 -0.05 -0.03
C -2.6155 3.5482 -1.1913 0.12 -0.12 -0.12
O 6.0350 -5.4996 -3.8150 -0.20 0.31 0.49
C -0.9476 1.2443 -3.5928 0.12 0.01 -0.08
C 1.4880 -2.2846 -2.9174 0.47 -0.49 -0.58
C 1.4894 2.9610 0.5209 0.01 -0.07 -0.13
C 4.0743 1.6576 4.7809 0.02 0.06 0.09
C -2.7732 2.5232 -2.1105 0.01 -0.04 0.24
H 1.2539 0.0078 -1.9726 0.28 -0.12 -0.46
O 1.4139 -1.6291 -1.8467 0.36 0.07 0.35
H 0.1466 5.9743 -0.2456 0.01 0.00 0.02
C 2.8258 2.2463 4.8948 0.07 0.05 0.19
H -0.9020 -4.5034 3.2885 -0.03 0.14 -0.06
H -4.3781 1.5083 0.5409 -0.09 -0.08 -0.13
H 2.1480 -3.7812 -5.0406 -0.10 0.02 -0.08
C 4.9926 -4.6814 -3.4015 -0.31 0.05 -0.35
H -0.8713 -1.4433 5.7491 0.02 -0.07 0.01
C -2.9008 2.3454 1.8210 -0.02 -0.18 -0.16
O 0.6813 -2.2857 -3.8468 -0.21 -0.07 -0.29
C -3.4521 4.5106 2.7385 0.04 0.20 0.06
C 0.4513 1.7571 -5.9330 -0.01 -0.09 -0.20
H 5.5830 -4.0647 -1.4319 0.07 -0.01 0.09
H -0.3596 3.2120 -2.9947 0.03 0.12 -0.02
N -0.3485 1.5887 1.9521 0.12 -0.61 0.70
H 0.9869 1.9634 -6.8511 0.05 -0.03 -0.04
O -0.7916 -1.2117 1.1530 -0.45 -0.93 0.96
H 3.7864 0.4622 1.6348 0.11 -0.11 0.02
H -1.6238 3.4810 3.1160 0.12 -0.06 0.01
H -0.2577 -0.3011 3.7082 0.13 0.00 -0.06
H -1.8817 3.4276 -0.4118 0.05 0.07 0.12
C 2.6267 -3.0042 2.8537 -1.26 -0.51 0.15
H 2.5348 2.7216 5.8260 0.01 0.02 -0.06
P -1.7339 0.9984 -1.9576 -0.31 0.94 -0.63
C 4.4377 1.0491 3.5892 0.18 0.01 -0.01
H 2.3188 6.2210 -1.3835 0.03 0.06 -0.02
H -0.3643 -3.2222 -1.2863 0.21 -0.08 0.08
```
Forces are in eV/Å.


Entry 2:
C56H46BrF2LaN4O4P2S3 | the ωB97M-V functional and the def2-TZVPD basis

Properties
Charge   -2
Maximum force   2.05 eV/A
HOMO-LUMO gap   0.20627 hartree
E_tot   -200392.1463 eV

The geometry in XYZ format:
```
119
Properties=species:S:1:pos:R:3:forces:R:3
H -2.6797 0.8955 3.1802 -0.08 0.05 0.08
H -0.7064 2.1643 -8.0328 -0.17 0.03 0.35
N 1.1987 -3.6676 -0.3818 0.82 -0.20 -0.39
H 5.0118 4.6924 2.2802 -1.14 -0.34 0.01
C 1.3654 0.8688 -2.4000 1.15 -1.26 0.36
O -1.3055 -2.7474 -1.9545 0.01 -0.19 -0.05
N -2.3657 -1.8924 -3.8375 0.05 -0.18 -0.17
H -0.9092 -6.5537 -6.1410 0.24 -0.01 -0.43
La -0.3841 -1.5518 -0.1690 0.48 1.06 -0.29
C 2.7956 0.3455 -2.7108 -0.47 0.48 0.15
C -2.5842 -5.0244 -3.0005 -0.36 -0.32 0.49
C -2.6168 2.8338 -3.8133 0.12 1.19 -1.66
C 4.4329 -0.2210 1.3589 0.34 0.55 0.41
S -4.2521 -2.9617 2.7796 0.04 -0.08 -0.02
C -2.8080 -6.3680 -3.3495 0.49 1.03 -0.45
H -3.3979 -6.9775 -2.7151 -0.56 -0.39 0.51
C 2.3148 3.0266 0.9623 0.30 0.77 0.39
C 3.1342 -2.2952 0.1254 0.32 0.30 0.14
Br -2.5898 1.5949 -1.3411 -0.05 -0.03 -0.24
C -3.5809 3.6921 -5.9709 0.41 0.11 -0.47
F 5.3384 -3.3147 -0.1002 -0.28 0.59 0.19
N -0.7306 1.8324 3.3676 -0.27 -0.57 -0.22
C 1.3370 -5.6846 -1.6624 -0.87 0.02 -0.27
H -0.3696 -2.5651 -3.7494 -0.02 -0.09 -0.05
C 3.8438 -0.8042 5.2032 -0.38 -0.11 0.46
C -0.9981 4.0278 1.6496 0.25 -0.79 -0.89
H 3.2441 -6.1146 -2.5795 -0.38 0.53 0.28
C -2.6190 1.6532 -3.2518 0.18 -1.23 1.24
H -0.8468 3.8603 -0.5318 0.17 -0.34 0.30
C -2.3296 -1.2013 7.3885 0.05 -0.27 0.07
P -0.3092 0.0903 3.4324 -0.51 0.19 0.29
C -2.2402 1.8639 3.4396 0.23 0.11 0.69
H -2.3383 7.5483 0.8806 0.07 0.02 0.17
H -2.7790 -1.4968 8.3311 0.01 -0.10 -0.05
C -1.3441 -2.8391 -3.3010 -0.32 -0.03 0.10
O 0.7011 3.2340 -2.8938 0.27 -0.31 -0.22
C 1.8876 3.6578 3.2381 0.30 -0.21 0.45
C -2.5036 3.2932 -8.1096 -0.33 -0.16 -0.43
H 4.2837 -4.0476 -1.6673 0.03 -0.12 -0.06
C 2.5186 -3.4345 -0.5842 -0.23 -0.80 -0.26
H -2.6036 -3.1154 6.4396 -0.19 -0.21 0.07
C -2.2247 -6.8688 -4.4899 0.03 -0.87 -0.68
C -3.5176 3.8256 -7.3458 -1.13 0.77 -0.23
H -1.3405 4.4067 3.7098 0.06 0.60 -0.48
C 3.2880 0.4404 5.5255 0.46 0.44 0.31
H -4.3827 4.1595 -5.4396 -0.39 0.07 0.33
C 1.8854 -1.2623 3.8991 0.92 -0.15 0.35
C 2.6596 -5.4085 -1.9607 0.48 -0.86 -0.38
H -1.7153 -2.4155 4.2898 -0.01 -0.09 -0.46
C 5.2097 -1.2625 0.9389 0.19 -0.11 -0.55
C -1.5366 2.4801 -6.0601 0.12 -0.27 -0.14
H -1.5595 6.1105 -0.9633 -0.11 0.00 -0.08
H -2.1653 6.7518 3.2261 -0.30 0.50 0.61
H 0.7624 -6.5107 -2.0707 0.39 -0.10 -0.01
F 5.1443 0.7926 1.9239 -0.38 0.43 0.21
H 4.7855 -1.1351 5.6326 -0.01 0.24 -0.10
C -1.5357 5.7475 0.0540 -0.37 0.46 0.71
H -2.9372 0.3901 -4.9777 -0.06 -0.30 -0.07
H 1.2331 3.5483 4.0865 -0.13 0.33 0.28
C -1.1612 -4.7818 -4.9046 1.04 0.44 -0.32
H 6.2857 -1.2778 1.0055 0.02 0.02 0.15
C -1.1095 4.4663 0.3281 0.23 0.29 -0.19
H -0.8564 1.4848 5.9459 -0.20 -0.66 -0.03
H 1.3644 -1.9060 3.2284 -0.36 -0.51 -0.39
H 2.5297 0.6403 1.6687 0.15 0.09 0.11
C 1.4802 3.0573 2.0699 -0.48 -0.55 -0.82
H -0.4011 -4.1426 -5.4235 -0.78 -0.67 0.25
C -1.7451 -4.2252 -3.7700 0.74 -0.31 -0.70
O -3.1622 -4.5520 -1.8940 0.03 0.21 0.27
H -4.3295 4.3846 -7.8039 0.12 -0.06 -0.20
C 3.1445 4.2266 3.3503 -0.28 0.00 -0.07
C -1.2656 0.4638 6.0573 0.20 0.69 0.08
H -2.5102 3.3692 -9.2041 0.04 0.06 0.52
H 1.9544 2.5048 0.0736 0.43 0.18 -0.03
N -2.2954 -0.6942 -3.2960 -0.12 0.69 0.41
C -1.3826 -6.1045 -5.2940 -0.43 0.60 0.75
H 3.8318 1.1385 6.1955 -0.34 -0.56 -0.52
S -1.5727 -3.5381 1.6622 0.52 -0.30 0.01
H 3.4261 -2.7019 4.1965 0.16 0.40 0.15
S -3.0305 -1.0733 0.8844 -0.11 0.43 -0.16
P -0.1992 2.3590 1.7613 -0.26 0.28 0.57
H 3.3447 0.1510 -1.7730 -0.32 0.15 -0.17
H -2.4209 -7.9098 -4.7908 0.11 0.43 0.27
C -2.2490 -2.1061 6.3338 -0.03 0.61 -0.12
C -1.2271 -0.4221 4.9795 0.57 0.53 -0.51
H -2.6346 2.5819 2.7414 -0.16 0.25 -0.28
C -1.7471 -1.7025 5.0916 0.22 0.09 0.92
O 0.5484 0.0442 -1.7254 0.04 0.21 -0.18
H 2.7624 -0.6149 -3.2471 -0.18 0.29 -0.01
C -1.5235 2.5936 -7.4461 1.01 -0.28 -0.08
C -1.9456 6.5631 1.1118 0.11 0.10 -0.30
H 3.3702 1.0813 -3.2983 -0.14 -0.26 0.09
H 1.6392 1.7739 5.3455 -0.14 0.14 -0.09
H -2.6762 -3.7097 -1.6433 -0.13 -0.33 -0.09
H -1.9745 0.8028 8.0470 0.15 0.37 0.51
C 2.0465 0.8276 5.0294 0.48 -0.07 0.18
C 4.5273 -2.2434 0.2927 -0.05 -1.58 -0.28
C 0.6300 -4.7606 -0.9254 0.72 0.68 0.59
C -2.6394 0.3550 -3.9277 -0.03 0.29 0.10
H -2.5675 2.1753 4.4612 0.27 -0.37 -0.73
C 3.2658 -4.2951 -1.4339 -0.61 0.63 0.38
C -2.9715 -2.5498 1.7709 -0.63 0.03 0.65
C -1.8326 0.0943 7.2620 -0.35 -0.62 -0.77
H -0.7364 1.9594 -5.5452 -0.03 0.02 -0.02
C 1.3597 -0.0122 4.1644 -0.30 -0.13 0.17
C 1.0419 2.1029 -2.7425 -0.61 0.34 0.36
C 3.5536 3.6915 1.0574 -0.74 -0.99 -0.91
C 3.1003 -1.6869 4.4386 -0.34 -0.06 -0.42
H -0.4131 -4.8493 -0.6929 -0.42 -0.25 -0.11
C -2.5834 3.0076 -5.3081 0.34 -0.31 0.96
C -1.8648 6.1201 2.4288 0.22 -0.57 -0.67
H 4.1996 3.6597 0.2008 0.29 0.10 -0.26
C 3.9770 4.2653 2.2261 1.00 0.52 0.88
H -2.5801 3.7296 -3.2165 -0.15 0.14 0.14
H 3.4162 4.6101 4.3261 0.35 0.14 -0.14
C -1.3804 4.8442 2.6965 -0.10 -0.30 0.54
C 2.3349 -1.2522 0.6743 0.24 -0.45 -0.45
H -2.4809 -1.9011 -4.8459 0.06 -0.18 -0.23
C 3.0668 -0.2031 1.2583 -0.55 0.14 0.03
```
Forces are in eV/Å.


Entry 3:
C56H48AsN3P2Pd | the ωB97M-V functional and the def2-TZVPD basis

Properties
Charge   +2
Maximum force   0.82 eV/A
HOMO-LUMO gap (alpha / beta)   0.27106 / 0.19189 hartree
E_tot   -146205.8572 eV
2S+1   3

The geometry in XYZ format:
```
111
Properties=species:S:1:pos:R:3:forces:R:3
C 0.8688 5.2035 -0.3945 0.03 0.00 -0.06
C 4.0488 4.1379 2.1673 -0.01 0.02 -0.02
C 0.9430 -2.8452 1.4742 -0.29 -0.09 0.12
H 4.7677 2.0467 4.7247 0.01 -0.01 0.01
C -7.2352 -3.1160 -4.7978 0.04 0.06 -0.08
H 6.1161 2.9459 -3.1055 0.01 0.01 -0.01
C -6.0374 -2.4041 -4.6596 -0.06 0.04 -0.13
C -2.1949 -2.4304 5.1381 0.05 0.00 0.02
C -1.8686 -1.6453 -1.0943 0.01 -0.22 0.05
C 1.3692 -5.2036 1.7228 0.03 -0.02 -0.04
C 4.8057 1.9642 -1.7311 0.03 -0.02 0.07
H 3.8281 -1.5120 2.1588 0.00 0.00 -0.02
H -2.0698 1.2222 3.7290 0.05 -0.01 -0.03
C 4.4525 2.3750 3.7435 -0.01 0.02 0.02
C 0.7142 6.1187 0.6338 0.02 0.02 0.03
C 2.8089 2.4278 -3.6069 0.00 0.02 -0.03
H -0.1327 -2.0427 4.7783 -0.01 -0.03 0.00
H 0.7520 3.1474 -0.9748 -0.04 -0.01 0.03
C -7.4548 -2.1301 -7.0069 0.08 0.08 -0.05
C -4.2017 -1.5536 -3.9818 -0.06 -0.07 0.01
C -6.2792 -1.4188 -6.8913 -0.09 -0.04 -0.04
C -4.7580 1.5602 1.7238 0.00 0.00 -0.01
H -5.9222 -0.7811 -7.6881 -0.01 0.01 -0.02
H 6.3953 -4.1547 0.0231 0.01 -0.02 0.00
H 6.1905 -2.7402 -1.9927 0.01 -0.01 -0.01
C -4.1219 1.7723 0.5053 -0.05 0.00 0.01
C 4.9130 -1.3067 -1.0528 -0.06 0.04 -0.10
H 2.0282 2.6062 -4.3346 0.01 0.01 -0.01
H 2.2725 -4.1433 -1.3695 -0.01 0.00 -0.02
H 2.1366 -0.2904 2.6825 -0.08 0.10 0.06
C 5.1032 2.6183 -2.9153 0.01 -0.01 0.02
C -1.3196 -1.7383 2.9960 -0.24 0.03 -0.04
H 0.9124 7.1672 0.4581 0.00 0.02 -0.01
H 0.4735 -3.9928 3.2386 -0.01 -0.01 -0.01
C 4.4338 3.7276 3.4336 -0.01 0.01 0.02
C 0.6206 1.2472 2.9809 -0.13 0.09 0.06
C -2.0872 -0.2954 -3.4337 0.04 -0.03 0.07
C 5.1279 -2.9011 1.2140 -0.01 0.00 0.01
H -0.2884 4.0355 3.0997 -0.02 -0.02 0.01
C -2.6153 -1.7527 2.4777 0.09 -0.11 0.11
H -1.7168 -2.2015 -0.1858 -0.04 -0.11 0.20
C -3.0633 -1.2449 -3.1285 0.08 0.00 0.10
P 0.1213 -1.3196 1.9959 0.51 0.36 -0.54
H -4.4954 1.2127 3.8242 -0.02 -0.01 0.01
C -3.6831 -2.1245 3.2773 0.00 -0.01 0.04
N -4.4019 -1.0329 -5.2332 -0.04 -0.03 0.04
C 0.0423 4.3544 2.1182 0.00 -0.04 -0.02
C -2.7416 1.7966 0.4440 0.04 -0.05 -0.06
C 2.5141 1.7751 -2.4179 -0.15 -0.05 -0.11
C -7.9272 -2.9654 -5.9773 0.02 -0.04 0.10
H 2.2196 -6.1937 0.0237 -0.01 0.00 -0.02
C -1.0642 -0.0691 -2.5355 -0.21 0.02 0.06
H -5.8381 1.5527 1.7743 -0.02 0.00 0.00
C 0.3030 5.6942 1.8926 0.02 -0.01 -0.01
C 4.0809 1.4359 2.7936 0.17 -0.09 -0.05
N -5.1525 -2.3701 -3.6080 0.15 0.06 0.08
H 4.1440 0.3894 3.0620 0.00 0.00 -0.06
H -3.7999 -0.4103 -5.7415 0.00 -0.01 0.00
C 1.4379 -2.9111 0.1694 -0.06 0.05 -0.18
H -2.8149 -1.4375 1.4681 0.04 0.05 -0.22
C 3.5032 1.5337 -1.4791 0.23 0.05 0.08
C 4.3574 -1.7512 1.2445 -0.01 0.01 0.03
H 4.3430 3.3580 -4.7791 0.00 0.01 -0.02
H 1.3355 -6.1006 2.3253 0.00 -0.02 0.01
C -1.9769 1.5986 1.5976 -0.02 0.08 -0.06
H 1.4407 -2.0254 -0.4791 0.08 -0.39 0.19
H 1.1916 5.5328 -1.3732 0.00 0.01 -0.01
C 1.8645 -5.2541 0.4253 0.01 0.02 0.03
C 4.2573 -0.9380 0.1160 -0.04 0.00 0.25
H -4.3086 -2.7529 5.2300 -0.01 -0.02 -0.01
H -0.0713 1.4537 3.7981 0.02 0.00 0.00
H -8.8557 -3.4980 -6.1278 -0.01 -0.01 0.02
C 4.1058 2.8491 -3.8551 -0.01 0.00 0.01
C -3.4734 -2.4683 4.6044 -0.09 0.01 -0.01
C -4.0073 1.3705 2.8722 0.00 0.01 -0.02
C 5.7903 -3.2590 0.0485 0.02 -0.02 0.01
H -3.6401 -2.7059 -1.6690 -0.01 -0.01 0.02
C -2.6204 1.3813 2.8114 0.00 0.11 0.08
H -0.3092 0.6714 -2.7601 0.01 0.04 -0.01
H 4.0333 5.1896 1.9152 0.01 0.02 -0.01
C 1.1164 -0.2059 3.0576 0.09 -0.30 0.20
C 0.6133 3.8584 -0.1695 -0.02 -0.04 -0.06
C 3.6856 3.2015 1.2104 -0.21 -0.03 -0.05
H -4.7047 1.9314 -0.3918 -0.01 0.00 -0.01
H -8.0360 -2.0482 -7.9151 0.01 0.02 -0.02
P -0.1858 1.6922 1.3814 0.36 -0.01 0.12
C 1.8917 -4.1079 -0.3580 0.14 -0.01 0.13
H 0.1810 6.4080 2.6954 0.00 0.02 0.01
H 3.3773 3.5408 0.2289 0.07 -0.01 0.02
C -1.1236 -2.0617 4.3415 0.08 -0.05 0.02
H -7.5877 -3.7577 -4.0030 -0.01 -0.01 0.01
Pd 0.6750 0.0196 -0.0647 -0.78 0.02 0.14
H 1.1310 -0.5231 4.1029 0.04 -0.08 -0.11
H -2.1075 0.2797 -4.3487 -0.01 0.00 -0.02
H -2.2544 1.9830 -0.5081 0.02 -0.02 0.02
C 3.6926 1.8424 1.5179 0.14 -0.01 0.02
H 1.4751 1.9141 3.1208 -0.09 0.05 -0.10
H 5.2065 -3.5187 2.0983 0.01 -0.01 0.01
C -2.9222 -1.9406 -1.9259 -0.01 0.04 -0.06
N -0.9524 -0.7117 -1.3617 0.17 0.40 -0.42
C 0.8929 -4.0111 2.2406 0.08 0.07 0.09
H 5.5917 1.7880 -1.0052 -0.02 0.00 0.00
As 3.0861 0.6022 0.1551 0.05 0.12 -0.14
C 5.6766 -2.4658 -1.0816 0.02 0.00 -0.04
H 4.8363 -0.7024 -1.9480 0.00 0.00 0.03
H -2.0295 -2.6902 6.1745 0.01 0.00 0.01
H -4.6829 -2.1306 2.8653 -0.01 0.00 -0.01
C -5.5826 -1.5722 -5.6956 -0.07 -0.06 0.02
H 1.4922 1.4588 -2.2261 0.06 -0.03 0.02
H 4.7291 4.4584 4.1740 0.00 0.00 0.02
C 0.1994 3.4283 1.0837 -0.09 0.06 0.19
```
Forces are in eV/Å.